# 1
Entry from OMol25: a 4-piece molecular cluster, C2H10O4 overall at a distorted geometry (the ωB97M-V functional and the def2-TZVPD basis).

Last column: Löwdin charge in e.
Element x y z (Å)
C 1.9357 -0.7607 1.4159  -0.0721
C 0.4183 -0.5726 1.5986  -0.3180
O -0.3900 -0.5186 0.7410  0.0649
H 2.6785 -0.0072 1.7204  0.0742
H 2.2071 -1.1850 0.4116  0.0704
H 2.1688 -1.7930 1.9818  0.1180
H 0.3289 -0.4726 2.7310  0.1298
O -2.6946 0.7641 -0.1850  0.0210
H -2.1519 0.0744 -0.0118  -0.0474
H -3.5346 0.3948 -0.0929  0.0340
O -1.2834 3.0147 0.5006  -0.0574
H -0.5407 2.8434 -0.0664  0.0174
H -1.9356 2.3898 0.2137  -0.0337
O 0.8780 -1.3126 -3.9929  -0.0133
H 0.3986 -0.9350 -3.3133  -0.0139
H 1.5168 -1.9240 -3.6522  0.0263

Properties
HOMO	-10.6	eV
total charge	0
SMILES	CC=O.O.O.O

---

# 2
Entry from OMol25: C17H17N5O4Se4SrTe as an isolated structure (the ωB97M-V functional and the def2-TZVPD basis).

Last column: Löwdin charge in e.
Element x y z (Å)
Sr 0.2167 0.3220 1.3580  0.9929
O 1.0291 3.7066 -1.8747  0.1419
C 0.8874 3.0832 -0.7046  -0.4741
O 1.5701 2.1475 -0.3621  -0.0048
C -0.1938 3.6654 0.1548  -0.1881
C -0.8320 4.8633 -0.1113  0.0221
C -1.7516 5.3138 0.8340  -0.0233
C -2.0145 4.5498 1.9528  -0.0022
C -1.3627 3.3227 2.0911  -0.2981
N -0.4367 2.9287 1.2265  0.0823
C -1.5296 2.3750 3.2535  -0.6679
O -2.3162 2.7424 4.2746  0.0858
O -0.7431 1.4578 3.4074  -0.0989
H 1.7347 3.2522 -2.3617  0.1443
H -0.6041 5.4277 -1.0020  0.1200
H -2.2524 6.2625 0.6949  0.1164
H -2.7206 4.8932 2.6959  0.1209
H -3.1358 3.1211 3.9266  0.0919
Se -3.4873 1.3673 1.5841  0.1385
Se -3.3608 -0.7164 2.6288  -0.0303
Se -2.3671 -2.0805 0.9972  -0.1619
Se -0.2276 -2.6271 1.7829  -0.1856
N -3.9990 0.6094 -1.7214  0.1859
C -3.3686 0.8448 -2.8702  -0.4983
N -4.1097 1.0537 -3.9803  0.1618
N -2.0550 0.9051 -3.0238  0.1095
C -1.3206 0.5851 -1.9912  -0.3452
N -0.6313 0.2772 -1.1120  0.0753
H -5.0024 0.6033 -1.6705  0.1141
H -3.5212 0.6149 -0.8175  -0.0342
H -5.1060 0.9435 -3.9727  0.1057
H -3.6231 1.0576 -4.8583  0.1090
C 2.4309 -2.2057 -0.9666  -0.4412
Te 3.3927 -0.8165 0.3490  1.2268
C 3.7462 -2.5312 1.5660  -0.4441
C 3.6204 -3.7132 0.6411  -0.2965
C 4.1069 -4.9652 1.0079  -0.0398
C 3.9625 -6.0487 0.1605  -0.0842
C 3.3233 -5.8895 -1.0630  -0.0833
C 2.8357 -4.6482 -1.4296  -0.0374
C 2.9843 -3.5526 -0.5834  -0.2965
H 2.6555 -1.9472 -1.9991  0.0576
H 1.3562 -2.1630 -0.7871  0.0052
H 2.9953 -2.5709 2.3553  0.0434
H 4.7348 -2.4610 2.0161  0.0537
H 4.6026 -5.0871 1.9632  0.1142
H 4.3482 -7.0167 0.4512  0.1010
H 3.2070 -6.7332 -1.7298  0.1010
H 2.3325 -4.5232 -2.3804  0.1148

Properties
HOMO	-6.4	eV
total charge	0

---

# 3
Entry from OMol25: C5H8O2 as an isolated structure (the ωB97M-V functional and the def2-TZVPD basis).

Last column: Löwdin charge in e.
Element x y z (Å)
C -2.1955 -0.0239 -0.2342  -0.0270
C -0.7697 0.3917 0.0936  -0.2794
O -0.3450 0.1198 1.4455  -0.0311
C 0.9986 0.3057 1.0327  -0.2296
C 1.6123 -0.8704 0.4040  0.0003
C 0.6553 -0.0129 -0.4175  -0.3416
O 1.2306 0.4991 -1.5701  0.0219
H -2.3562 -1.0939 -0.3605  0.0750
H -2.8321 0.3291 0.5913  0.0869
H -2.5334 0.5028 -1.1351  0.0806
H -0.7687 1.4951 -0.0006  0.1500
H 1.5032 1.1960 1.3748  0.1557
H 2.6380 -0.5998 0.1060  0.1274
H 1.5150 -1.9083 0.6904  0.1051
H 1.6153 -0.2718 -2.0120  0.1059

Properties
HOMO	-9.0	eV
total charge	0

---

# 4
Entry from OMol25: a single C5H7NO molecule (the ωB97M-V functional and the def2-TZVPD basis).

Last column: Löwdin charge in e.
Element x y z (Å)
O 1.4711 2.2194 -0.2100  0.0406
C 0.8123 1.2087 -0.0218  -0.4882
C 1.4524 -0.1613 0.1846  -0.0889
C 0.5404 -1.3126 -0.1598  -0.0930
C -0.7799 -1.1760 -0.1718  -0.0983
C -1.4680 0.1322 0.0895  -0.1824
N -0.5492 1.2549 0.0359  0.0696
H 1.7560 -0.2303 1.2400  0.1296
H 2.3832 -0.1734 -0.3910  0.1202
H 0.9679 -2.2904 -0.3871  0.1044
H -1.4205 -2.0231 -0.4046  0.1031
H -2.0021 0.1063 1.0537  0.1198
H -2.2395 0.2779 -0.6753  0.1184
H -0.9239 2.1679 -0.1825  0.1450

Properties
HOMO	-9.4	eV
total charge	0
SMILES	O=C1CC=CCN1

---

# 5
Entry from OMol25: C18H18Cl3IrN2O7S3Se as an isolated structure at a distorted geometry (the ωB97M-V functional and the def2-TZVPD basis).

Last column: Löwdin charge in e.
Element x y z (Å)
Ir 0.2994 -0.7711 0.2284  1.1656
C 3.8132 -0.0806 1.2173  -0.1003
C 2.7155 0.4023 2.1052  -0.6226
N 1.4296 0.2523 1.9623  -0.0468
C 0.7459 0.7012 3.0650  -0.3478
C 1.5095 1.2599 4.0323  -0.3435
S 3.1466 1.1716 3.5809  1.0790
C -0.6904 0.4960 3.1257  -0.3206
C -1.5004 0.8773 4.1464  -0.3479
S -3.1068 0.4535 3.7811  1.0710
C -2.6023 -0.2081 2.2751  -0.5963
N -1.3181 -0.1270 2.0726  0.0531
C -3.6305 -0.8070 1.3805  -0.0677
H 3.4012 -0.6397 0.3879  0.0243
H 4.4220 -0.7877 1.7851  0.0940
H 4.4379 0.7500 0.8803  0.0750
H 1.1955 1.6581 4.9813  0.0732
H -1.2266 1.3694 5.0632  0.0716
H -4.6134 -0.7383 1.8455  0.0710
H -3.4027 -1.8552 1.1932  0.0654
H -3.6607 -0.2850 0.4265  0.0783
Cl -5.5077 -2.7845 -3.6077  0.6175
C -4.2158 -1.9456 -2.7852  -0.6863
C -3.3598 -2.6413 -1.9554  -0.1492
C -2.3288 -1.9922 -1.2937  -0.5494
Cl -1.3919 -2.9993 -0.2070  0.7978
C -2.1095 -0.5917 -1.4340  -0.4845
O -1.1882 0.1442 -0.8876  -0.3296
C -3.0281 0.0495 -2.3047  -0.5793
Cl -2.8374 1.7678 -2.5369  0.6772
C -4.0575 -0.5840 -2.9667  -0.1554
H -3.4878 -3.7042 -1.8066  0.1006
H -4.7182 -0.0238 -3.6125  0.0980
O 1.5199 -2.0065 3.4198  -0.4833
Se 1.6997 -2.9995 2.1385  0.7496
O 0.4271 -3.9833 1.9373  -0.5472
O 1.7661 -2.0202 0.7013  -0.6681
O 3.1453 -3.7211 2.1200  -0.5035
O 0.6751 -1.5104 -1.6201  -0.3987
O 1.0907 -0.3827 -2.4899  -0.4361
S 1.9826 0.5327 -1.5367  1.0701
C 2.9492 1.2592 -2.9381  -0.2821
C 2.8057 2.7716 -2.8233  -0.2394
C 1.3512 3.0017 -2.4270  -0.2265
C 1.0749 2.0743 -1.2540  -0.3131
H 2.5334 0.8731 -3.8674  0.0957
H 3.9705 0.8994 -2.8259  0.0865
H 3.0653 3.2635 -3.7617  0.1105
H 3.4760 3.1598 -2.0513  0.1119
H 0.7012 2.7182 -3.2586  0.1186
H 1.1320 4.0387 -2.1713  0.1149
H 0.0275 1.8030 -1.1258  0.0574
H 1.4728 2.4419 -0.3037  0.0975

Properties
HOMO (spin up / spin down)	-4.8 / -4.7	eV
total charge	-1
2S+1	2

---

# 6
Entry from OMol25: a single C7H11N molecule at a distorted geometry (the ωB97M-V functional and the def2-TZVPD basis).

Last column: Löwdin charge in e.
Element x y z (Å)
C -2.5234 0.4925 -1.2527  0.1396
C -1.6785 0.0194 -0.5874  -0.1339
C -0.4285 -0.4064 -0.1554  -0.2604
C 0.8453 0.1928 -0.7796  -0.3875
C 1.5169 -0.7440 -1.7857  -0.0666
N 1.4546 0.3554 0.5676  0.0003
C 0.0104 0.4206 1.1413  -0.3045
C -0.0407 -0.2230 2.5414  -0.0574
H -3.4107 0.7419 -1.7340  0.0167
H -0.2655 -1.4674 0.0534  0.1535
H 0.5427 1.1331 -1.2018  0.1290
H 0.8087 -1.0126 -2.6888  0.1119
H 1.7347 -1.6950 -1.1878  0.0885
H 2.5024 -0.4798 -2.2254  0.0647
H 2.1216 1.1867 0.7564  0.1376
H -0.3194 1.4741 1.1328  0.1382
H -1.1217 -0.5304 2.7419  0.1019
H 0.2744 0.5922 3.2101  0.0713
H 0.7409 -0.9421 2.4381  0.0572

Properties
HOMO	-9.1	eV
total charge	0
SMILES	C#C[C@H]1[C@H](C)N[C@@H]1C

---

no.,electronic energy (eV)
1,-10424.8868
2,-303064.8514
3,-9406.4330
4,-8836.0702
5,-174523.8200
6,-8923.8839